1.
The following is a quantum chemistry calculation of a 15-piece molecular cluster, C15H60N30O15 overall, from OMol25.

Geometry as XYZ:
```
120
Properties=species:S:1:pos:R:3
C -1.5089 -1.5735 -4.5684
O -0.7421 -0.7949 -3.9989
N -2.7779 -1.2756 -4.9864
N -1.1603 -2.8515 -4.8690
H -3.2276 -1.9440 -5.5797
H -3.3079 -0.4843 -4.6698
H -1.7311 -3.4695 -5.4069
H -0.3237 -3.1545 -4.3968
C -2.8429 -2.1712 3.4852
O -2.9796 -1.8024 4.6666
N -3.2110 -1.4243 2.4058
N -2.5908 -3.4792 3.1754
H -3.3707 -0.3991 2.4697
H -2.8712 -1.7875 1.5291
H -2.6176 -3.8527 2.2493
H -2.6322 -4.1952 3.8759
C 4.6343 2.0753 -2.2775
O 4.8350 3.2852 -2.4097
N 4.4716 1.4762 -1.0561
N 4.3136 1.2757 -3.3433
H 4.3409 0.4963 -0.9345
H 4.4432 2.1480 -0.3085
H 4.0582 0.3058 -3.2729
H 4.2764 1.8517 -4.1691
C -0.1868 -3.6325 -0.6934
O -0.6185 -4.2836 -1.6436
N -0.7653 -3.6163 0.5478
N 0.9361 -2.8463 -0.7684
H -0.3967 -3.1299 1.3454
H -1.6044 -4.1698 0.5444
H 1.3112 -2.6878 -1.6872
H 1.6480 -2.8294 -0.0540
C 3.1566 -2.0728 -3.3176
O 3.2300 -1.3401 -2.3130
N 4.1233 -2.9592 -3.7084
N 2.0570 -2.0740 -4.1425
H 4.0174 -3.6673 -4.4058
H 4.9597 -2.9674 -3.1511
H 2.1084 -2.7077 -4.9131
H 1.4233 -1.2979 -3.9927
C 0.6187 4.2861 -1.0839
O -0.3758 4.1674 -0.3522
N 1.6367 3.3732 -0.9909
N 0.7150 5.1660 -2.1094
H 2.5169 3.5071 -1.4663
H 1.7296 2.7872 -0.1751
H 1.6125 5.3812 -2.4970
H -0.1323 5.6458 -2.3560
C -3.5199 2.3832 2.7571
O -3.7131 1.2414 2.3108
N -4.2975 3.4688 2.3827
N -2.6051 2.7081 3.7003
H -3.9634 4.3981 2.5385
H -5.0643 3.2998 1.7575
H -2.5786 3.5931 4.1637
H -2.0228 1.9646 4.0492
C -1.6175 2.5849 -4.9500
O -1.7706 3.8087 -4.8459
N -1.2175 1.9250 -3.8036
N -1.7181 1.8895 -6.1047
H -1.5535 2.4383 -3.0049
H -1.2012 0.8958 -3.8290
H -2.1431 2.4387 -6.8338
H -1.4203 0.9560 -6.3038
C 0.5365 -3.1943 4.1440
O 0.3850 -4.2505 3.5447
N -0.2723 -2.7367 5.1593
N 1.4113 -2.1929 3.7878
H -0.4032 -1.7528 5.2363
H -1.0760 -3.3245 5.2940
H 2.0685 -2.4340 3.0418
H 1.2895 -1.2176 3.9510
C -0.3088 0.1663 0.1461
O -1.5149 0.1214 -0.1236
N 0.6999 0.1502 -0.7684
N 0.1772 0.2201 1.4274
H 0.5083 0.2456 -1.7519
H 1.6601 0.1132 -0.4954
H -0.5274 0.3401 2.1398
H 1.1305 0.5089 1.4583
C -4.2832 3.6583 -1.6312
O -5.0764 4.1486 -2.4255
N -3.5319 2.5480 -1.9184
N -3.7774 4.3092 -0.5077
H -2.8015 2.1655 -1.3428
H -3.8340 1.9831 -2.6937
H -3.3645 3.7107 0.1804
H -3.8379 5.2926 -0.3429
C 3.2748 1.5189 2.2052
O 2.4724 2.2551 1.6347
N 4.6290 1.7520 2.2495
N 2.8470 0.5547 3.0742
H 4.8688 2.6831 1.9567
H 5.1940 1.1477 2.8109
H 3.5097 -0.0230 3.5581
H 1.8816 0.3023 3.1589
C -4.1377 -1.9655 -1.9149
O -5.0836 -2.2469 -2.6660
N -3.9093 -0.7464 -1.3484
N -3.1696 -2.8706 -1.5214
H -4.5709 -0.0178 -1.5489
H -3.0081 -0.5223 -0.9574
H -2.3897 -2.5070 -1.0067
H -3.2287 -3.8167 -1.8454
C -0.4528 1.1930 5.7230
O -0.1641 0.8188 4.5796
N 0.3330 2.0482 6.4618
N -1.5794 0.8135 6.3627
H -0.0025 2.4758 7.2989
H 1.2503 2.1141 6.0552
H -1.7356 1.0068 7.3352
H -2.2014 0.0988 5.9860
C 4.4958 -2.4289 1.4033
O 3.3643 -2.3391 1.8745
N 5.4450 -3.3361 1.8554
N 4.8687 -1.8552 0.2249
H 5.1430 -3.9411 2.6000
H 6.1744 -3.6416 1.2445
H 5.6485 -2.1164 -0.3424
H 4.1847 -1.2679 -0.2205
```

- Relative energy (zero: lowest compared OMol25 entry of this formula, charge and spin): 59.5 kcal/mol
- Multiplicity: 1
- Strongest force on any atom: 3.17 eV Å⁻¹
- HOMO: -8.771 eV


2.
The following is a quantum chemistry calculation of C15H60N32NiO21 as an isolated structure, from OMol25.

Geometry as XYZ:
```
129
Properties=species:S:1:pos:R:3
Ni -1.6962 -2.2947 1.1753
N -1.1693 -3.1331 -1.9088
O -2.0822 -2.6363 -2.5573
O -0.3833 -3.8319 -2.5083
O -1.0978 -3.0685 -0.6646
N -0.1882 0.2018 -0.2699
O 1.0103 0.5171 -0.3074
O -0.6315 -0.5891 0.5317
O -0.9964 0.5977 -1.1344
C -3.5517 -4.9392 2.0048
O -2.9760 -3.9520 1.6338
N -3.0429 -5.6745 2.9479
N -4.6869 -5.3834 1.6458
H -2.2652 -5.1680 3.3463
H -3.4846 -6.5373 3.2317
H -5.0801 -6.0773 2.2655
H -5.1268 -5.1015 0.7814
C 0.6964 4.6745 3.8637
O 0.0198 3.8770 3.1677
N 1.9838 4.9537 3.9092
N 0.0843 5.4786 4.7454
H 2.2503 5.7594 4.4569
H 2.7086 4.5318 3.3463
H -0.9246 5.4368 4.7701
H 0.5828 6.2459 5.1731
C 3.1438 5.5202 -1.2622
O 2.3820 6.0080 -1.9949
N 3.4865 6.0481 -0.1464
N 3.6906 4.3056 -1.5050
H 4.2964 5.7857 0.3970
H 3.0577 6.9538 -0.0197
H 3.2774 3.6649 -2.1674
H 4.1873 3.8526 -0.7513
C -4.5941 2.2190 -2.3721
O -5.1005 2.3962 -3.4475
N -3.5196 1.5833 -2.2011
N -5.1618 2.6118 -1.2571
H -3.1006 1.1133 -2.9908
H -3.0857 1.3791 -1.3122
H -4.8067 2.3289 -0.3548
H -6.0863 3.0097 -1.3399
C -3.0149 2.5775 1.5147
O -3.9691 1.9382 1.1048
N -2.8726 3.1727 2.6854
N -1.9611 2.9095 0.8350
H -2.0286 3.6555 2.9587
H -3.5823 3.3516 3.3813
H -1.8728 2.5156 -0.0908
H -1.1754 3.3780 1.2630
C -2.2584 -1.5745 4.3347
O -1.9107 -1.5080 3.1406
N -2.1379 -2.6679 5.0531
N -2.6106 -0.6242 5.0754
H -2.5498 -2.5456 5.9671
H -1.5810 -3.4368 4.7086
H -3.1362 -0.8432 5.9096
H -2.6347 0.3539 4.8245
C -4.4616 -1.2451 -0.0721
O -3.4326 -1.5092 0.5535
N -5.3886 -0.4421 0.3728
N -4.4499 -1.6028 -1.2959
H -5.1904 0.2339 1.0966
H -6.1016 -0.1418 -0.2764
H -3.6000 -2.0867 -1.5480
H -5.2752 -1.4794 -1.8648
C 1.2974 0.8425 4.5438
O 1.5994 -0.3372 4.6873
N 2.0090 1.8301 4.1745
N 0.0844 1.3085 4.6507
H 2.9198 1.7042 3.7566
H 1.5473 2.7239 4.0838
H -0.5999 0.5670 4.6056
H -0.1252 2.0800 4.0335
C -2.5419 -0.0879 -5.0511
O -2.6593 0.8441 -5.8108
N -3.0117 -1.2146 -5.2943
N -1.8529 -0.1642 -3.9613
H -2.7143 -1.9522 -4.6717
H -3.6085 -1.3868 -6.0907
H -1.7142 -1.0712 -3.5392
H -1.2363 0.6318 -3.8821
C 0.6086 2.6958 -3.8418
O -0.1082 3.6629 -4.0057
N 1.1356 2.3965 -2.6801
N 0.8846 1.8448 -4.8411
H 0.6977 3.0289 -2.0256
H 1.4562 1.4623 -2.4688
H 0.5430 2.1565 -5.7391
H 1.6785 1.2268 -4.9299
C 3.4469 -0.2011 -6.3653
O 4.4316 0.4098 -6.0396
N 3.2543 -0.7212 -7.5400
N 2.5552 -0.6718 -5.5815
H 3.8916 -0.5171 -8.2965
H 2.4510 -1.3269 -7.6285
H 1.8329 -1.3040 -5.8958
H 2.9743 -0.8510 -4.6803
C 3.3229 -1.6171 -2.1616
O 3.8415 -2.5289 -2.7445
N 3.9274 -1.0136 -1.2283
N 2.1793 -1.2052 -2.4851
H 3.5060 -0.2254 -0.7578
H 4.9254 -1.1543 -1.1624
H 1.6753 -1.8908 -3.0291
H 1.8457 -0.4900 -1.8548
C 1.2496 -2.7969 2.4998
O 0.0907 -2.8459 2.0511
N 2.1242 -2.0126 1.9522
N 1.7901 -3.4044 3.5130
H 3.1337 -2.0443 1.9499
H 1.5710 -1.3912 1.3796
H 2.6926 -3.0170 3.7486
H 1.1752 -4.0820 3.9407
C 5.4337 1.3987 1.2984
O 5.9479 2.1714 0.5551
N 4.2021 1.1915 1.4434
N 6.1575 0.6251 1.9889
H 4.0214 0.7140 2.3148
H 3.5210 1.3124 0.7075
H 7.1673 0.6171 1.9687
H 5.5932 -0.0081 2.5372
C 1.9280 -5.4698 -0.0858
O 2.5520 -6.2457 0.5945
N 2.3516 -4.3636 -0.6101
N 0.7286 -5.6952 -0.4326
H 1.6852 -3.6704 -0.9191
H 3.2559 -4.0602 -0.2780
H 0.2240 -5.1149 -1.0874
H 0.2302 -6.3382 0.1660
```

- Multiplicity: 3
- Strongest force on any atom: 9.12 eV Å⁻¹
- Expectation value of S²: 2.003
- HOMO (alpha / beta): -8.048 / -8.048 eV


3.
The following is a quantum chemistry calculation of C15H6BeBrO4 as an isolated structure, from OMol25.

Geometry as XYZ:
```
27
Properties=species:S:1:pos:R:3
O 5.2629 -2.7077 -0.4249
C 4.3492 -2.4087 0.5053
O 4.2342 -3.1658 1.7958
C 3.2418 -1.1788 0.2896
C 3.4823 0.3667 0.7958
C 2.3284 1.5566 0.6040
Br 2.5757 3.4480 1.2686
C 0.9345 1.0882 -0.1413
C 0.6938 -0.4780 -0.6767
C 1.8357 -1.6457 -0.4801
C -0.7737 -0.8464 -1.3897
O -0.8879 -1.5922 -2.5055
C -2.0908 -0.1595 -0.6208
C -3.4809 -0.9979 -0.3721
C -4.6864 -0.2054 0.4447
C -4.4633 1.3525 0.9175
C -3.0572 2.2136 0.6664
C -1.8504 1.4122 -0.1013
C -0.3608 2.1183 -0.3840
O -0.2046 3.3928 -0.7828
H 4.4753 0.6474 1.3480
H 1.6546 -2.7529 -0.8550
H -3.5800 -2.1306 -0.7357
H -5.6752 -0.7907 0.6667
H -5.3604 1.8760 1.4743
H -2.9214 3.3297 1.0129
Be 4.3248 -1.7419 -2.3196
```

- Multiplicity: 1
- Strongest force on any atom: 9.75 eV Å⁻¹
- HOMO: -11.916 eV
- Total charge: +1